# 1
Computed, not measured: a cluster of 2 separate species, C5H9NO in total, with wB97M-V/def2-TZVPD.

## Properties
Gap between HOMO and LUMO   8.2 eV
HOMO level   -7.98 eV
Energy relative to the best compared isomer or geometry (same formula, charge and spin)   102.5 kcal/mol

XYZ file:
```
16
Properties=species:S:1:pos:R:3:forces:R:3
C 1.24770 1.35675 0.02992 0.013 -0.036 0.048
C -0.20495 1.36196 0.36790 0.242 -0.121 -0.094
O -0.93232 1.73429 -0.68393 -0.193 0.021 0.116
C -0.57887 -0.99411 0.56434 0.040 -0.148 -0.109
C -0.61418 -1.26263 -0.92607 0.021 -0.012 -0.071
C 0.56135 -1.51915 1.26141 0.739 -0.193 0.431
N 1.52229 -1.85734 1.82139 -0.885 0.308 -0.514
H 1.80604 0.69438 0.69507 -0.091 0.115 -0.081
H 1.61921 2.37866 0.17746 -0.063 -0.126 -0.011
H 1.43261 1.08700 -1.01896 -0.043 0.038 0.124
H -0.62174 0.42392 1.00034 -0.018 0.082 0.104
H -1.85669 1.83145 -0.41101 0.134 0.008 -0.080
H -1.51065 -1.26012 1.07393 0.123 0.087 -0.042
H -0.91370 -2.29232 -1.15192 0.042 0.140 0.030
H 0.36858 -1.09441 -1.37939 -0.144 -0.035 0.077
H -1.32470 -0.58834 -1.42046 0.083 -0.128 0.070
```
Forces are in eV/Å.

In the Mulliken picture, each atom carries the following charge in e: -1.03 -0.07 -0.40 -0.29 -1.08 0.32 -0.51 0.33 0.33 0.30 0.43 0.36 0.35 0.38 0.30 0.28



# 2
Computed, not measured: a structure of composition C3H11N2, with wB97M-V/def2-TZVPD.

## Properties
Gap between HOMO and LUMO   11.8 eV
Net charge   +1
HOMO level   -15.54 eV
Energy relative to the best compared isomer or geometry (same formula, charge and spin)   16.4 kcal/mol

XYZ file:
```
16
Properties=species:S:1:pos:R:3:forces:R:3
C 0.52461 -1.11426 -1.45290 0.138 0.148 -0.661
C 0.65880 0.40362 -1.09001 0.285 -0.309 -0.394
C -1.31751 1.31391 -0.06884 0.336 0.372 -0.401
N -0.24153 0.64618 0.02120 -0.898 -0.457 0.853
H 1.26256 -1.37084 -2.24966 -0.585 0.221 0.599
H 0.74246 -1.77764 -0.58610 -0.101 0.598 -0.497
H -0.49294 -1.36332 -1.83246 0.703 0.274 0.288
H 0.39234 1.12875 -1.88489 0.253 -0.739 0.068
H 1.70032 0.60421 -0.78009 -0.515 0.003 -0.003
H -1.50124 1.91735 -0.96759 -0.120 -0.292 0.237
H -2.06369 1.33101 0.73413 0.481 -0.022 -0.132
N 0.22059 -0.78947 2.10895 0.741 0.516 1.948
H 0.25838 -1.76314 1.88837 0.067 -0.848 -0.268
H -0.05086 -0.04314 1.01064 -0.090 0.620 -0.463
H -0.44957 -0.72381 2.89586 0.372 0.119 -0.607
H 1.15341 -0.55600 2.53129 -1.066 -0.204 -0.568
```
Forces are in eV/Å.

In the Mulliken picture, each atom carries the following charge in e: -0.94 -0.41 -0.10 -0.04 0.32 0.27 0.30 0.35 0.25 0.24 0.23 -0.83 0.30 0.39 0.33 0.32



# 3
Computed, not measured: a cluster of 4 separate species, C14H27Cl7NO in total, with wB97M-V/def2-TZVPD.

## Properties
<S²>   0.75
Gap between HOMO and LUMO (alpha / beta)   9.2 / 9.8 eV
HOMO level (alpha / beta)   -8.70 / -9.76 eV
Energy relative to the best compared isomer or geometry (same formula, charge and spin)   19.2 kcal/mol
2S+1   2

XYZ file:
```
50
Properties=species:S:1:pos:R:3:forces:R:3
C 2.21019 3.40542 -1.33646 -1.094 0.280 -0.065
C 2.93125 2.17934 -1.96140 0.922 1.906 2.054
C 4.31448 2.19414 -1.22848 0.820 -0.687 -2.728
C 5.06547 0.90964 -1.51257 -0.505 -1.657 2.207
C 4.23614 -0.29993 -0.90615 0.677 1.557 -0.671
C 2.79205 -0.39447 -1.47639 2.967 -1.500 0.406
N 2.20376 0.95239 -1.58147 -3.497 -0.636 -1.728
O 0.91677 0.92584 -2.02406 3.055 0.112 1.272
C 2.99155 -1.15121 -2.83477 -1.779 2.056 -0.150
C 2.03133 -1.37624 -0.52571 -1.001 1.933 -0.444
C 3.07541 2.41331 -3.48769 -1.558 -1.181 0.893
H 2.73868 4.32653 -1.58528 0.110 -0.102 -0.210
H 2.07299 3.44130 -0.25332 0.701 -0.671 0.178
H 1.16542 3.52906 -1.62919 0.125 -0.179 -0.723
H 4.98736 2.83078 -1.80968 -0.574 1.231 0.498
H 4.29870 2.45972 -0.17454 -0.211 -0.101 -0.056
H 6.03671 0.95358 -1.01247 -0.061 -0.084 0.358
H 5.39798 0.73385 -2.53661 -0.786 0.156 -0.322
H 4.09892 -0.20488 0.17235 0.662 0.191 0.124
H 4.86306 -1.15547 -1.15550 -0.645 -0.577 0.309
H 2.28648 -0.65305 -3.50669 -0.647 -0.816 -0.122
H 3.90483 -0.92365 -3.38376 0.544 -0.604 0.680
H 2.72025 -2.17577 -2.60094 0.444 -0.172 -0.851
H 2.52987 -2.34097 -0.48570 -0.242 -0.027 -0.279
H 1.90235 -1.01499 0.49688 0.548 0.293 0.048
H 1.00280 -1.34379 -0.89067 -0.033 -0.937 -0.182
H 3.52405 3.37054 -3.73991 0.459 -0.296 0.091
H 2.04200 2.44471 -3.83983 -0.010 0.092 -0.203
H 3.48372 1.50373 -3.92761 0.580 0.422 -0.336
Cl -2.85365 -0.73642 1.41094 0.213 -0.424 -0.197
C -2.20029 0.32627 2.67028 -0.408 -0.206 1.145
C -0.93385 0.97658 2.19682 -0.727 0.567 -1.385
Cl -0.48768 2.35343 3.19722 0.338 0.097 0.663
H -2.00673 -0.21559 3.59693 0.015 -0.427 -0.247
H -3.04662 0.96301 2.92311 0.459 0.631 -0.239
H -1.14716 1.43909 1.23330 0.222 -0.282 -0.159
H -0.13048 0.25404 2.07073 0.075 0.146 0.267
Cl -6.50442 -1.54975 -1.41465 0.042 -0.529 -0.337
C -5.89602 -2.24441 0.09801 -0.455 0.752 1.472
C -6.98870 -2.89868 0.95779 0.405 0.446 -0.867
Cl -8.22282 -1.72154 1.51137 0.197 -0.273 -0.137
H -5.53177 -1.35635 0.61185 0.224 -0.252 0.228
H -5.07837 -2.95905 0.01532 -0.051 0.055 -0.670
H -6.52687 -3.31967 1.84838 -0.076 -0.100 -0.067
H -7.45881 -3.65401 0.33033 -0.291 -0.097 0.390
C -5.25996 -2.36396 5.52066 -0.880 1.309 0.496
Cl -6.64865 -3.17753 4.78637 0.411 -0.081 0.184
Cl -5.86019 -1.24438 6.82968 0.254 -0.638 -0.406
Cl -4.44172 -1.34794 4.31980 0.009 -0.679 0.227
H -4.59982 -3.06260 6.02339 0.053 -0.017 -0.411
```
Forces are in eV/Å.

In the Mulliken picture, each atom carries the following charge in e: -1.80 1.24 -0.96 -0.80 -1.06 1.25 0.79 -0.54 -1.70 -1.83 -1.61 0.42 0.39 0.38 0.36 0.39 0.40 0.36 0.41 0.39 0.38 0.33 0.45 0.46 0.27 0.48 0.42 0.38 0.34 -0.17 -0.57 -0.33 -0.21 0.38 0.43 0.30 0.19 -0.19 -0.30 -0.29 -0.18 0.11 0.36 0.17 0.34 -0.03 -0.10 -0.14 -0.08 0.32



# 4
Computed, not measured: an isolated molecule of C17H24N2O5, with wB97M-V/def2-TZVPD.

## Properties
Gap between HOMO and LUMO   9.4 eV
SMILES   COC(=O)[C@H](C)NC(=O)c1ccc(C(=O)N(C)C)cc1OC(C)C
HOMO level   -9.11 eV
Energy relative to the best compared isomer or geometry (same formula, charge and spin)   44.3 kcal/mol

XYZ file:
```
48
Properties=species:S:1:pos:R:3:forces:R:3
C -1.35026 5.82385 2.57771 -0.670 0.619 -0.027
O -0.13759 5.09498 2.41940 0.388 -1.419 -1.330
C -0.18079 4.11961 1.45563 -2.233 -0.661 -1.263
O -1.22728 3.77855 0.87414 2.187 1.049 1.617
C 1.15457 3.48672 1.03800 0.612 -0.822 0.536
C 1.84053 4.26654 -0.05338 0.208 1.063 -0.614
N 0.97834 2.11958 0.50916 -1.923 -0.518 -0.015
C 1.73932 1.03729 0.85998 0.336 2.428 0.399
O 2.74681 1.27714 1.49767 0.940 -0.859 0.566
C 1.38646 -0.32677 0.41401 -0.640 -0.678 -0.852
C 2.35447 -1.32502 0.57608 -0.309 0.315 -0.005
C 2.13170 -2.62470 0.24162 -1.071 -1.746 -0.240
C 0.90891 -3.04083 -0.32879 0.073 3.839 -1.298
C 0.71699 -4.40906 -0.75922 -1.246 -3.702 0.325
O 0.65446 -5.26840 0.12701 0.340 0.393 -0.322
N 0.48011 -4.81110 -2.06057 0.535 1.125 -0.382
C 0.79671 -3.90997 -3.16806 -0.329 0.680 0.082
C 0.33378 -6.23160 -2.40665 0.426 -0.302 0.644
C -0.04009 -2.01419 -0.64858 0.933 -0.632 0.655
C 0.17392 -0.68223 -0.22327 0.288 -0.788 0.401
O -0.80208 0.26892 -0.41360 -0.424 -0.390 -0.310
C -2.07400 -0.02731 0.19472 -1.441 -0.193 1.412
C -2.05499 0.32187 1.69283 0.614 0.025 -0.061
C -3.23074 0.77173 -0.40576 0.305 0.695 0.493
H -1.11490 6.69475 3.19900 0.108 -0.163 -0.374
H -1.77502 6.10556 1.60237 0.346 0.067 0.316
H -2.13418 5.27516 3.09468 0.186 -0.447 0.050
H 1.83484 3.47004 1.90162 -0.297 -0.273 -0.165
H 2.06419 5.28422 0.27193 -0.059 0.098 -0.009
H 2.80333 3.79757 -0.28886 -0.341 -0.049 0.029
H 1.21933 4.32871 -0.96544 0.270 -0.146 0.399
H 0.08749 1.90109 0.06020 0.303 0.396 0.186
H 3.32197 -1.13414 0.97465 0.409 0.758 0.409
H 2.87432 -3.39203 0.45257 -0.039 0.226 -0.089
H 1.03641 -4.47956 -4.05977 0.020 -0.084 -0.007
H -0.05420 -3.24437 -3.40484 0.328 -0.265 0.014
H 1.65798 -3.27409 -2.93843 -0.130 -0.098 0.013
H -0.53027 -6.68658 -1.90093 0.258 0.250 -0.162
H 0.23305 -6.34879 -3.50054 -0.054 0.252 0.638
H 1.23575 -6.79298 -2.07808 -0.513 0.243 -0.172
H -0.94372 -2.27744 -1.20109 0.185 0.151 0.242
H -2.34211 -1.10063 0.14842 0.589 0.331 -0.449
H -1.23455 -0.17571 2.21513 0.087 0.047 -0.063
H -2.97029 -0.01007 2.18006 -0.128 0.020 -0.132
H -1.95776 1.40649 1.82001 0.018 -0.188 0.012
H -4.18939 0.47029 0.05505 0.577 0.018 -0.040
H -3.33873 0.63516 -1.45903 0.059 -0.089 -0.833
H -3.08280 1.85179 -0.18876 -0.080 -0.580 -0.227
```
Forces are in eV/Å.

In the Mulliken picture, each atom carries the following charge in e: -0.68 -0.32 0.52 -0.59 0.14 -1.52 -0.13 0.51 -0.73 0.56 -1.03 -0.52 0.31 -0.01 -0.65 0.13 -0.96 -0.89 -0.30 0.28 -0.78 0.68 -1.28 -1.38 0.25 0.30 0.30 0.45 0.42 0.39 0.31 0.34 0.50 0.45 0.41 0.24 0.36 0.29 0.38 0.29 0.72 0.30 0.34 0.51 0.13 0.39 0.41 0.20



# 5
Computed, not measured: a cluster of 2 separate species, C4H9N2O2 in total, with wB97M-V/def2-TZVPD.

## Properties
Gap between HOMO and LUMO   8.3 eV
Net charge   -1
HOMO level   -4.27 eV
Energy relative to the best compared isomer or geometry (same formula, charge and spin)   13.5 kcal/mol

XYZ file:
```
17
Properties=species:S:1:pos:R:3:forces:R:3
N 1.04367 -0.92942 -1.20192 -0.037 0.188 0.269
C 0.25315 -1.97189 -0.52796 0.028 0.255 -0.571
C -2.21528 -1.67579 -0.74744 0.253 -0.361 0.515
C -1.07433 -1.40159 -0.12113 -0.035 0.113 -0.203
H 1.98279 -1.27620 -1.33699 0.184 -0.032 -0.044
H 1.14283 -0.07699 -0.61379 -0.178 -0.280 -0.176
H 0.78952 -2.41532 0.32223 -0.198 0.030 0.187
H 0.06941 -2.77162 -1.25619 0.044 -0.094 0.095
H -3.14830 -1.23975 -0.41535 -0.032 0.128 -0.145
H -2.25352 -2.42133 -1.53622 -0.026 0.072 -0.070
H -1.04442 -0.63259 0.64345 -0.014 0.106 0.079
N 0.91393 3.45268 1.38674 0.169 0.341 0.232
C 0.60963 2.16170 0.90734 -0.268 -0.081 -0.126
O 1.52985 1.54664 0.31464 0.212 0.054 0.000
O -0.56249 1.78353 1.12938 -0.005 -0.149 0.119
H 1.77392 3.92865 1.17128 -0.131 -0.297 -0.030
H 0.18963 3.93931 1.88193 0.036 0.009 -0.131
```
Forces are in eV/Å.

In the Mulliken picture, each atom carries the following charge in e: -0.65 -0.48 -0.79 0.05 0.21 0.36 0.22 0.31 0.28 0.24 0.28 -0.44 0.66 -0.84 -0.74 0.16 0.18